#one
ORCA calculation (ωB97M-V/def2-TZVPD) on 2 unconnected molecules or ions with the total composition C6H14N4.

```
24
Properties=species:S:1:pos:R:3:nbo_charge:R:1
C -0.498 -3.304 0.408 -0.212
C 0.015 -2.523 -0.553 -0.018
C 1.879 0.297 -1.266 -0.322
C 0.800 -0.078 -0.590 0.328
C -0.460 -2.583 1.679 -0.271
C -0.226 2.309 0.581 -0.444
N 0.420 -1.222 -0.038 -0.302
N -0.634 1.323 -0.338 -0.377
N 0.340 -1.348 1.390 -0.346
N -1.232 1.865 -1.496 -0.540
H -1.022 -4.168 0.104 0.291
H 0.085 -2.778 -1.604 0.275
H 2.053 1.387 -1.502 0.257
H 2.775 -0.240 -1.220 0.262
H -1.469 -2.343 2.099 0.264
H -0.052 -3.153 2.504 0.273
H 0.465 1.682 1.252 0.206
H 0.413 3.050 0.135 0.188
H -1.062 2.856 1.028 0.237
H -0.084 -0.517 1.887 0.466
H 1.315 -1.435 1.853 0.457
H -0.645 2.640 -1.895 0.417
H -2.233 2.189 -1.330 0.454
H -1.225 1.046 -2.170 0.456
```

LUMO energy = -7.439 eV
Highest occupied orbital energy = -16.53 eV
Molecular weight = 142.2 Da
Net charge = +2

=====

#two
ORCA calculation (ωB97M-V/def2-TZVPD) on 2 unconnected molecules or ions with the total composition C6H14N4.

```
24
Properties=species:S:1:pos:R:3:nbo_charge:R:1
C -1.222 0.708 1.981 0.688
C -1.198 0.480 0.594 -0.596
C 0.315 0.771 -0.003 -0.028
C 1.582 -0.982 -1.106 0.339
C 0.488 2.230 -0.508 -0.646
C 2.043 -1.627 -2.338 -0.721
N -2.998 -1.822 2.786 -0.316
N 0.674 -0.061 -1.099 -0.458
N -2.495 -1.234 1.917 -0.264
N -1.052 0.950 3.120 -0.464
H -1.381 -0.592 0.320 0.341
H -1.864 1.237 0.026 0.320
H 1.073 0.618 0.878 0.236
H 2.072 -1.256 -0.214 0.239
H -0.474 2.646 -0.872 0.235
H 1.284 2.321 -1.310 0.252
H 0.790 2.833 0.306 0.256
H 1.381 -1.650 -3.188 0.278
H 2.634 -2.518 -2.267 0.294
H 2.811 -0.852 -2.711 0.307
H -3.462 -2.764 2.539 0.399
H 0.148 0.312 -1.973 0.457
H -0.955 1.071 4.081 0.490
H -2.947 -1.348 3.694 0.361
```

LUMO energy = -7.730 eV
Highest occupied orbital energy = -15.67 eV
Molecular weight = 142.2 Da
Net charge = +2

=====

Each structure's energy above the most stable one, in eV: #one 1.424; #two 0.000.

=====

#one
ORCA calculation (ωB97M-V/def2-TZVPD) on a molecular structure, C6H14N4.

```
24
Properties=species:S:1:pos:R:3:nbo_charge:R:1
C -1.101 0.422 -1.439 0.197
C 0.400 -0.741 -0.342 0.494
C -1.632 0.576 -0.080 -0.166
C 2.062 0.300 -0.055 0.490
C -3.089 -0.116 -0.059 -0.637
C 2.148 1.439 0.927 -0.733
N -0.049 -0.259 -1.503 -0.461
N 2.978 -0.296 -0.708 -0.632
N 0.598 -2.072 -0.379 -0.828
N -0.619 -0.127 0.764 -0.590
H -1.482 0.948 -2.300 0.263
H -1.905 1.681 0.217 0.300
H -3.143 -1.269 -0.228 0.240
H -3.743 0.327 -0.782 0.270
H -3.601 0.084 0.851 0.254
H 1.396 1.453 1.690 0.242
H 2.211 2.402 0.398 0.313
H 3.187 1.271 1.295 0.298
H 3.916 0.039 -0.886 0.452
H 2.680 -0.944 -1.432 0.454
H 0.590 -2.661 0.440 0.424
H -0.110 -2.542 -1.031 0.435
H -0.195 0.477 1.442 0.447
H -1.114 -1.015 1.205 0.474
```

LUMO energy = -8.134 eV
Highest occupied orbital energy = -18.56 eV
Molecular weight = 142.2 Da
Net charge = +2

=====

#two
ORCA calculation (ωB97M-V/def2-TZVPD) on a gas-phase ion, C6H14N4 (charge +2).

```
24
Properties=species:S:1:pos:R:3:nbo_charge:R:1
C 0.829 1.144 -2.988 -0.710
C -0.112 0.787 -1.880 0.504
N -1.309 0.356 -1.996 -0.639
C 0.551 0.349 -0.197 -0.072
N 1.924 0.817 -0.033 -0.721
C -0.190 -0.134 0.837 0.251
C 0.537 -0.219 2.260 -0.698
N -1.540 -0.307 0.815 -0.602
C -2.359 -1.038 1.459 0.404
N -2.294 -2.286 1.781 -0.708
H 0.383 1.103 -3.971 0.282
H 1.559 0.450 -2.897 0.250
H 1.280 2.147 -2.887 0.283
H -1.658 0.343 -2.914 0.436
H -1.728 -0.188 -1.172 0.477
H 2.303 0.524 0.934 0.483
H 2.070 1.902 -0.133 0.464
H 2.469 0.330 -0.768 0.453
H 1.594 -0.765 2.238 0.236
H -0.014 -0.878 2.984 0.281
H 0.811 0.911 2.515 0.261
H -3.284 -0.603 1.886 0.220
H -1.511 -2.874 1.565 0.415
H -3.200 -2.805 1.926 0.450
```

LUMO energy = -7.662 eV
SMILES = CC(=[NH2+])/C([NH3+])=C(C)\N=C/N
Highest occupied orbital energy = -16.35 eV
Molecular weight = 142.2 Da
Net charge = +2

=====

Each structure's energy above the most stable one, in eV: #one 0.102; #two 0.000.

=====

#one
ORCA calculation (ωB97M-V/def2-TZVPD) on a single C5H3N molecule.

```
9
Properties=species:S:1:pos:R:3:nbo_charge:R:1
C -0.093 -0.207 -1.067 0.071
C -0.422 0.451 -2.139 -0.438
C -0.127 1.137 -3.113 0.164
C 0.121 0.508 0.241 -0.579
C 1.164 1.443 0.288 0.262
N 2.089 2.104 0.341 -0.264
H -0.155 -1.319 -1.076 0.227
H -0.867 0.886 0.675 0.294
H 0.494 -0.420 0.852 0.263
```

LUMO energy = -1.917 eV
Highest occupied orbital energy = -10.64 eV
Molecular weight = 77.1 Da
Net charge = 0

=====

#two
ORCA calculation (ωB97M-V/def2-TZVPD) on 2 unconnected molecules or ions with the total composition C5H3N.

```
9
Properties=species:S:1:pos:R:3:nbo_charge:R:1
C 1.779 1.801 -1.111 -0.084
C 2.406 0.907 -0.626 -0.134
C 2.854 -0.085 0.192 0.218
N 3.158 -0.967 0.863 -0.243
H 1.587 2.781 -1.491 0.246
C -0.731 -1.091 0.069 -0.253
C 0.069 -1.954 0.388 -0.228
H -1.387 -0.181 0.099 0.247
H 0.652 -2.801 0.217 0.232
```

LUMO energy = 0.292 eV
SMILES = C#CC#N.C#C
Highest occupied orbital energy = -10.57 eV
Molecular weight = 77.1 Da
Net charge = 0

=====

Each structure's energy above the most stable one, in eV: #one 0.747; #two 0.000.

=====

#one
ORCA calculation (ωB97M-V/def2-TZVPD) on a single C5H3N molecule.

```
9
Properties=species:S:1:pos:R:3:nbo_charge:R:1
C 0.039 1.178 1.834 -0.193
C -0.341 0.295 1.038 -0.088
C -0.605 -0.888 0.185 -0.175
C -0.199 -0.847 -1.090 -0.292
C 0.464 0.347 -1.606 0.243
N 1.207 1.305 -1.730 -0.277
H 0.609 2.120 2.334 0.286
H -1.033 -1.707 0.720 0.244
H -0.141 -1.803 -1.686 0.254
```

LUMO energy = -0.331 eV
SMILES = C#C/C=C\C#N
Highest occupied orbital energy = -9.77 eV
Molecular weight = 77.1 Da
Net charge = 0

=====

#two
ORCA calculation (ωB97M-V/def2-TZVPD) on a single C5H3N molecule.

```
9
Properties=species:S:1:pos:R:3:nbo_charge:R:1
C 0.914 0.332 0.037 -0.086
C 1.332 -0.367 -1.225 -0.119
C 0.387 -1.184 -0.943 0.249
C -0.451 0.696 0.429 -0.562
C -1.363 -0.731 0.215 0.312
N -0.935 -1.533 -0.623 -0.538
H 1.717 0.369 0.870 0.223
H -0.412 1.145 1.396 0.248
H -1.188 1.272 -0.156 0.274
```

LUMO energy (alpha / beta) = -1.222 / -0.988 eV
Highest occupied orbital energy (alpha / beta) = -8.35 / -8.92 eV
Molecular weight = 77.1 Da
Net charge = 0

=====

#three
ORCA calculation (ωB97M-V/def2-TZVPD) on a single C5H3N molecule.

```
9
Properties=species:S:1:pos:R:3:nbo_charge:R:1
C -0.094 -0.419 1.415 0.088
C 0.571 -0.451 0.041 -0.399
C -0.144 0.401 -0.726 -0.003
C -1.266 1.141 -1.213 -0.145
C -1.207 1.122 0.114 0.184
N -1.092 0.452 1.514 -0.440
H 0.015 -1.085 2.342 0.225
H 1.527 -1.063 -0.071 0.239
H -1.767 1.478 -2.177 0.251
```

LUMO energy = 0.413 eV
SMILES = c1cc2cc-2n1
Highest occupied orbital energy = -9.09 eV
Molecular weight = 77.1 Da
Net charge = 0

=====

#four
ORCA calculation (ωB97M-V/def2-TZVPD) on a single C5H3N molecule.

```
9
Properties=species:S:1:pos:R:3:lowdin_charge:R:1
C 2.129 0.976 0.079 0.140
C 0.757 0.861 -0.132 -0.251
C -0.675 0.569 -0.028 -0.123
C -0.636 -0.930 0.039 -0.102
N 0.562 -1.451 0.026 0.089
C 1.456 -0.374 -0.031 -0.185
H -1.088 0.857 0.920 0.121
H -1.037 1.177 -0.974 0.177
H -1.468 -1.684 0.102 0.133
```

LUMO energy = -0.335 eV
SMILES = C1=C2CC=NC=12
Highest occupied orbital energy = -8.33 eV
Molecular weight = 77.1 Da
Net charge = 0

=====

Each structure's energy above the most stable one, in eV: #one 0.000; #two 4.248; #three 1.701; #four 2.795.